A molecular structure, F6Li3N4O15S6 in a non-equilibrium geometry, computed with ωB97M-V/def2-TZVPD.

Geometry as XYZ:
```
34
F6Li3N4O15S6 (ωB97M-V/def2-TZVPD)
Li 0.46876 0.39646 -0.51196
Li -1.41200 -1.72212 0.56282
Li 2.20406 2.59167 0.30894
N -1.30419 -1.76081 2.46136
S 0.32351 -1.65147 2.82156
O 1.07945 -2.84205 2.84302
O 0.63402 -0.60760 3.70737
F 0.61885 -1.15262 1.27402
S -1.77595 -2.94199 3.43241
O -1.53354 -2.75509 4.81958
O -1.55374 -4.23878 2.89500
F -3.34820 -2.77388 3.27653
N -1.28879 -0.52043 -1.07984
S -2.65019 0.40423 -0.66721
O -2.88615 0.03114 0.68556
O -3.74213 0.52655 -1.53043
F -2.02620 1.83059 -0.55370
S -1.47016 -0.66029 -2.66566
O -1.50949 0.57917 -3.33651
O -2.37164 -1.69313 -3.03082
F -0.06649 -1.31989 -2.97329
N 1.96324 1.25540 -1.47543
S 3.40690 0.48571 -1.84836
O 4.55432 1.14123 -1.34121
O 3.45635 -0.20886 -3.07267
F 3.09544 -0.71591 -0.85084
S 1.76305 1.98894 -2.91836
O 1.24787 1.21668 -3.96658
O 2.75992 2.97520 -3.14283
F 0.48746 2.83775 -2.43859
N 0.20175 2.32213 2.11848
O 0.97579 3.28715 2.35176
O -0.80543 2.10940 2.73934
O 0.50355 1.58552 1.10653
```

Its total energy is -118607.28518 eV. The LUMO energy comes out at 1.59 eV. The calculation puts the orbital gap at 9.7 eV. As for the total charge: -1. The HOMO energy is -0.2967 Ha. The molecular weight is 623.23 g/mol.



A molecular structure, F6N3NaO12S6 in a non-equilibrium geometry, computed with ωB97M-V/def2-TZVPD.

Geometry as XYZ:
```
28
F6N3NaO12S6 (ωB97M-V/def2-TZVPD)
Na 7.75990 -5.65103 -11.98878
N 5.43942 -5.19435 -11.01270
S 4.66249 -4.57214 -12.26469
O 3.89447 -3.39689 -12.00454
O 4.16921 -5.48109 -13.24239
F 5.96876 -3.96368 -12.99007
S 4.18848 -5.69641 -10.05425
O 2.89314 -5.83565 -10.59978
O 4.35163 -5.12947 -8.76463
F 4.67972 -7.20250 -9.87715
N 7.62384 -7.39965 -13.50848
S 9.18989 -7.47690 -14.06626
O 9.50126 -6.61232 -15.14742
O 9.79665 -8.74571 -13.93983
F 9.80106 -6.68757 -12.80653
S 6.82429 -7.87779 -14.81253
O 7.32626 -9.11854 -15.31439
O 6.44301 -6.88736 -15.75274
F 5.47178 -8.29978 -14.09700
N 8.72624 -3.78144 -10.90681
S 9.90029 -4.20425 -9.82888
O 10.56908 -3.15733 -9.16009
O 10.49735 -5.46731 -10.09536
F 8.81726 -4.66626 -8.73610
S 9.50384 -2.85444 -11.93102
O 10.52732 -3.55453 -12.63714
O 9.81884 -1.51940 -11.54832
F 8.31554 -2.63468 -12.94975
```

Its total energy is -114776.83363 eV. The LUMO energy comes out at 4.21 eV. The calculation puts the orbital gap at 9.2 eV. As for the total charge: -2. The HOMO energy is -0.1845 Ha. The molecular weight is 563.39 g/mol.



A molecular structure, F6N3O12S6Sn in a non-equilibrium geometry, computed with ωB97M-V/def2-TZVPD.

Geometry as XYZ:
```
28
F6N3O12S6Sn (ωB97M-V/def2-TZVPD)
Sn 20.18681 4.83711 -18.14683
N 16.29762 7.70175 -16.74047
S 15.68549 8.93614 -17.46333
O 15.80013 10.21903 -16.83619
O 14.61103 8.75002 -18.40802
F 16.90163 9.05193 -18.53537
S 14.95467 7.57698 -15.75008
O 13.93124 6.76262 -16.24436
O 14.37386 8.69429 -14.95041
F 15.65260 6.62109 -14.69653
N 16.84934 2.18407 -20.89693
S 15.92931 2.91946 -22.12724
O 14.64488 3.56000 -21.77951
O 16.08480 2.21726 -23.41654
F 16.91445 4.23769 -22.11630
S 16.06258 0.98259 -20.99694
O 16.60128 -0.06749 -21.89295
O 14.58214 0.95116 -20.76190
F 16.60698 0.45605 -19.51135
N 22.31493 8.11359 -14.91164
S 22.12902 8.23865 -13.21163
O 20.79100 8.14963 -12.63060
O 23.28938 8.84201 -12.52842
F 22.46399 6.67237 -12.99421
S 22.36669 9.59448 -15.15373
O 23.70179 10.13689 -15.30642
O 21.29078 10.39784 -14.68524
F 21.93527 9.41487 -16.71454
```

Its total energy is -116174.55535 eV. The LUMO energy comes out at -5.79 eV. The calculation puts the orbital gap at 2.1 eV. As for the total charge: -1. The HOMO energy is -0.2886 Ha. The molecular weight is 659.11 g/mol.



A molecular structure, F8H6K3N4O19S8 in a non-equilibrium geometry, computed with ωB97M-V/def2-TZVPD.

Geometry as XYZ:
```
48
F8H6K3N4O19S8 (ωB97M-V/def2-TZVPD)
K 7.57494 11.18475 -10.43269
K 16.63682 0.86509 -17.10718
K 15.58513 7.68024 -20.28052
N 13.31894 5.96021 -14.91192
S 12.22377 5.77571 -13.64847
O 11.84019 7.05984 -13.02375
O 12.29146 4.53455 -12.88515
F 10.99147 5.44842 -14.54870
S 14.51449 6.00754 -13.99993
O 15.10407 4.78341 -13.61521
O 14.73657 7.14484 -13.15179
F 15.51339 6.43237 -15.19759
N 13.99709 2.71170 -3.97120
S 13.78381 3.22891 -5.63634
O 12.83950 2.41543 -6.45692
O 14.90659 3.89252 -6.28160
F 12.79459 4.49185 -5.26170
S 14.85147 1.59037 -4.49932
O 16.20896 1.97043 -4.90444
O 14.09664 0.50888 -5.15132
F 15.22652 0.99841 -3.05450
N 24.04413 8.89447 -20.04782
S 23.44200 10.27022 -20.87980
O 23.15943 11.45428 -20.02780
O 22.54208 10.04660 -22.01111
F 24.86508 10.68561 -21.52482
S 23.01234 8.91930 -18.97841
O 21.58077 8.90599 -19.34377
O 23.28752 9.52110 -17.69466
F 23.27485 7.37164 -18.57836
N 11.97438 -1.62589 -17.88067
S 11.00137 -2.03603 -16.92125
O 11.38708 -2.27158 -15.57088
O 9.73408 -2.61385 -17.38204
F 10.52066 -0.48167 -16.69901
S 12.61105 -3.18260 -18.05052
O 11.77621 -4.15156 -18.76273
O 13.49991 -3.68758 -17.06029
F 13.72013 -2.83968 -19.23315
O 11.75065 8.95849 -18.15843
H 12.10038 8.39240 -17.47035
H 11.02795 8.45779 -18.53689
O 12.37962 3.46487 -19.02605
H 12.34077 2.63525 -18.55018
H 12.12915 4.12450 -18.37924
O 12.70433 12.82456 -13.48291
H 13.08197 11.95856 -13.32909
H 13.41074 13.32543 -13.89077
```

Its total energy is -202348.05651 eV. The LUMO energy comes out at -2.22 eV. The calculation puts the orbital gap at 4.0 eV. As for the total charge: -1. The HOMO energy is -0.2274 Ha. The molecular weight is 891.87 g/mol.



A molecular structure, F8KN4O16S8 in a non-equilibrium geometry, computed with ωB97M-V/def2-TZVPD.

Geometry as XYZ:
```
37
F8KN4O16S8 (ωB97M-V/def2-TZVPD)
K -0.83995 -1.01508 0.02086
N -2.26639 0.46973 -1.87160
S -1.58963 1.19422 -3.02872
O -0.29813 1.78515 -2.78953
O -2.47154 1.65700 -4.06933
F -1.02209 -0.11264 -3.81969
S -2.81604 1.87183 -1.10850
O -4.18270 2.27105 -1.30314
O -1.87386 2.94888 -0.90225
F -2.94024 1.25105 0.37592
N 1.18460 3.76138 1.53597
S 1.17273 2.02971 1.52318
O -0.08450 1.34352 1.32323
O 2.11169 1.40399 2.39590
F 1.86976 1.87319 0.09829
S 0.97013 3.94996 3.03917
O 2.16748 3.88734 3.86125
O -0.21867 3.43173 3.65077
F 0.79369 5.58374 3.01970
N 3.79821 -0.20676 -1.95763
S 4.86757 0.34856 -0.82917
O 6.24569 0.23974 -1.24651
O 4.48778 0.18821 0.54551
F 4.53787 1.90743 -1.04081
S 3.25529 -1.42223 -1.16555
O 1.97068 -1.28424 -0.47990
O 4.22967 -2.44593 -0.84199
F 2.57631 -2.14797 -2.50790
N -2.70485 -3.06058 0.21336
S -3.22340 -3.23694 1.74617
O -2.28578 -3.58742 2.78982
O -4.59984 -3.68108 1.90738
F -3.36220 -1.69540 2.12095
S -2.47129 -4.59161 -0.03039
O -3.65183 -5.40316 -0.19301
O -1.30000 -5.12945 0.57077
F -2.03621 -4.37693 -1.55259
```

Its total energy is -163466.84849 eV. The LUMO energy comes out at 5.91 eV. The calculation puts the orbital gap at 8.7 eV. As for the total charge: -3. The HOMO energy is -0.1012 Ha. The molecular weight is 759.63 g/mol.



A molecular structure, F8LiN4O16S8 in a non-equilibrium geometry, computed with ωB97M-V/def2-TZVPD.

Geometry as XYZ:
```
37
F8LiN4O16S8 (ωB97M-V/def2-TZVPD)
Li 0.03232 -0.42920 0.34613
N -1.46762 0.74164 1.01956
S -2.67710 -0.21301 1.39091
O -2.79175 -1.38505 0.56479
O -3.85755 0.38400 1.95376
F -2.02312 -0.82886 2.73092
S -2.40278 1.82098 0.03874
O -2.90200 2.96540 0.71870
O -3.25175 1.19077 -0.97033
F -1.28486 2.40486 -0.91852
N 0.82913 -2.22338 0.39077
S 1.56286 -2.31000 1.94185
O 2.26578 -3.51904 2.33106
O 0.95917 -1.52280 2.97479
F 2.84511 -1.46234 1.43426
S -0.05562 -3.49897 0.67099
O -1.08810 -3.41975 1.65601
O 0.65038 -4.74830 0.43254
F -0.93267 -3.40674 -0.67560
N 0.79770 -1.75357 -3.14742
S 0.76293 -0.12777 -2.83913
O 0.14130 0.20786 -1.59192
O 0.72823 0.73331 -3.97734
F 2.36453 -0.10995 -2.56454
S -0.53361 -1.79722 -3.95017
O -0.37694 -1.60385 -5.36005
O -1.76432 -1.36223 -3.34455
F -0.78025 -3.37290 -3.80041
N 1.02703 3.03883 2.28189
S 1.05103 4.25720 1.07287
O 1.28045 3.89062 -0.30321
O 1.65836 5.47539 1.51138
F -0.49556 4.60746 1.14212
S 2.13193 2.15791 1.65448
O 3.40343 2.73990 1.28687
O 1.65344 1.05826 0.85637
F 2.54052 1.42053 3.04142
```

Its total energy is -147346.87357 eV. The LUMO energy comes out at 6.55 eV. The calculation puts the orbital gap at 9.0 eV. As for the total charge: -3. The HOMO energy is -0.0907 Ha. The molecular weight is 727.47 g/mol.



A molecular structure, F8MgN4O16S8 in a non-equilibrium geometry, computed with ωB97M-V/def2-TZVPD.

Geometry as XYZ:
```
37
F8MgN4O16S8 (ωB97M-V/def2-TZVPD)
Mg -19.44729 20.36885 1.34213
N -17.75180 23.10273 -1.46694
S -19.28351 22.96127 -1.25886
O -19.72142 21.74159 -0.65050
O -20.12616 23.82191 -2.10608
F -19.20566 23.99389 -0.04905
S -17.83177 22.85416 -3.18053
O -17.63132 24.03257 -4.03897
O -18.58699 21.75073 -3.79940
F -16.37103 22.23418 -3.12736
N -20.72129 19.18376 1.93047
S -20.67460 17.83074 3.02938
O -19.92680 16.74434 2.38862
O -21.69260 17.55256 4.06774
F -19.48694 18.37677 4.01594
S -22.06373 18.66204 1.46486
O -23.19479 19.06667 2.31516
O -22.20508 17.51755 0.58125
F -22.19818 19.87437 0.41341
N -18.00441 19.77655 0.35323
S -16.29463 19.90669 0.36325
O -15.81562 21.24095 -0.05405
O -15.33774 18.77579 0.15989
F -16.17881 20.03500 1.93152
S -17.96500 18.60454 -0.65123
O -17.81874 17.26091 -0.11205
O -17.47941 18.74021 -2.03979
F -19.57388 18.73117 -0.90695
N -19.33968 21.98311 2.12613
S -18.03818 22.93268 2.53953
O -18.02920 24.09273 3.42321
O -17.08448 22.97925 1.43321
F -17.31068 21.86996 3.43349
S -20.34331 22.97450 2.94711
O -20.68201 24.17667 2.25583
O -20.23724 22.87763 4.41540
F -21.63173 22.11800 2.58987
```

Its total energy is -152583.06228 eV. The LUMO energy comes out at 2.73 eV. The calculation puts the orbital gap at 7.6 eV. As for the total charge: -2. The HOMO energy is -0.1788 Ha. The molecular weight is 744.84 g/mol.



9 unconnected molecules or ions with the total composition FH16O8 in a non-equilibrium geometry, computed with ωB97M-V/def2-TZVPD.

Geometry as XYZ:
```
25
FH16O8 (ωB97M-V/def2-TZVPD)
F -17.57800 -17.57800 -3.83400
O -18.72700 -15.53900 -2.35400
H -18.39000 -16.28600 -2.84800
H -19.57900 -15.33100 -2.72700
O -20.05700 -18.61800 -3.68500
H -20.24700 -18.27800 -2.80700
H -19.14700 -18.38500 -3.81800
O -16.13100 -18.39400 -5.93100
H -16.53500 -17.85100 -5.22600
H -15.23200 -18.61200 -5.64900
O -15.41700 -16.46400 -3.07600
H -15.89800 -15.62900 -2.88600
H -16.11900 -16.96700 -3.44600
O -18.90900 -16.65000 -5.76300
H -18.15000 -16.32700 -6.18400
H -18.43300 -17.12300 -5.05300
O -15.64100 -19.21900 -2.92100
H -16.49500 -18.90800 -3.29700
H -15.89100 -20.01500 -2.50800
O -17.79200 -20.56100 -5.56200
H -17.26000 -19.76400 -5.60900
H -17.98100 -20.74500 -4.62000
O -17.88800 -18.63500 -1.26700
H -18.66600 -19.19900 -1.40600
H -17.57200 -18.36800 -2.12200
```

Its total energy is -19360.45711 eV. The LUMO energy comes out at 3.38 eV. The calculation puts the orbital gap at 10.8 eV. As for the total charge: -1. The HOMO energy is -0.2709 Ha. The molecular weight is 163.12 g/mol.



Which of these has the lowest orbital gap?
F6N3O12S6Sn